Entry 1:
{
  "formula": "C27H27N3O5S",
  "method": "ωB97M-V/def2-TZVPD",
  "elements": ["C", "C", "C", "C", "C", "C", "C", "C", "C", "C", "N", "C", "O", "N", "C", "C", "O", "N", "C", "S", "C", "C", "C", "C", "C", "C", "C", "C", "C", "C", "O", "O", "C", "C", "C", "O", "H", "H", "H", "H", "H", "H", "H", "H", "H", "H", "H", "H", "H", "H", "H", "H", "H", "H", "H", "H", "H", "H", "H", "H", "H", "H", "H"],
  "coordinates": [[-2.988, 1.971, 3.056], [-2.904, 1.991, 1.535], [-2.403, 3.345, 1.035], [-2.260, 3.405, -0.498], [-1.782, 4.778, -0.939], [-0.531, 5.227, -0.533], [-0.081, 6.478, -0.914], [-0.874, 7.295, -1.702], [-2.115, 6.847, -2.119], [-2.567, 5.594, -1.743], [-3.472, 2.992, -1.169], [-3.327, 1.871, -1.906], [-4.156, 1.264, -2.530], [-1.962, 1.544, -1.850], [-1.417, 0.330, -2.397], [-0.936, -0.548, -1.248], [-1.460, -0.554, -0.153], [0.131, -1.332, -1.535], [0.697, -2.142, -0.585], [0.089, -2.241, 1.012], [1.344, -3.395, 1.444], [1.409, -3.933, 2.788], [0.547, -3.459, 3.780], [0.600, -3.961, 5.064], [1.516, -4.950, 5.389], [2.375, -5.431, 4.415], [2.325, -4.932, 3.128], [2.161, -3.654, 0.383], [1.805, -2.944, -0.790], [2.479, -2.988, -2.080], [2.115, -2.348, -3.055], [3.538, -3.795, -2.094], [4.256, -3.879, -3.325], [5.456, -4.782, -3.116], [-1.269, 2.349, -0.992], [-0.102, 2.239, -0.719], [-2.007, 2.144, 3.493], [-3.666, 2.744, 3.416], [-3.351, 1.007, 3.399], [-2.230, 1.200, 1.201], [-3.892, 1.781, 1.118], [-1.426, 3.550, 1.471], [-3.088, 4.138, 1.348], [0.101, 4.586, 0.060], [0.894, 6.814, -0.595], [-0.523, 8.273, -1.997], [-2.736, 7.473, -2.742], [-3.531, 5.253, -2.088], [-4.377, 3.363, -0.936], [-0.594, 0.556, -3.081], [-2.230, -0.168, -2.935], [0.617, -1.355, -2.435], [-0.167, -2.687, 3.531], [-0.074, -3.581, 5.817], [1.558, -5.343, 6.394], [3.090, -6.203, 4.660], [2.997, -5.322, 2.380], [3.004, -4.319, 0.404], [4.561, -2.871, -3.626], [3.587, -4.276, -4.097], [5.131, -5.773, -2.811], [6.101, -4.374, -2.342], [6.019, -4.861, -4.042]],
  "orbital_gap_ev": 8.18,
  "e_homo_ev": -7.782,
  "e_above_lowest_kcal_mol": 0.53,
  "smiles": "CCC[C@]1(c2ccccc2)NC(=O)N(CC(=O)Nc2sc(-c3ccccc3)cc2C(=O)OCC)C1=O",
  "mol_weight_g_mol": 505.60
}



Entry 2:
{
  "formula": "C27H27N4O4STi",
  "method": "ωB97M-V/def2-TZVPD",
  "elements": ["Ti", "C", "O", "C", "C", "C", "C", "C", "C", "N", "N", "C", "O", "C", "C", "C", "C", "C", "C", "C", "O", "H", "H", "H", "H", "H", "H", "H", "H", "H", "H", "H", "H", "C", "C", "N", "C", "C", "C", "S", "N", "C", "O", "C", "C", "C", "C", "C", "C", "H", "H", "H", "H", "H", "H", "H", "H", "H", "H", "H", "H", "H", "H", "H"],
  "coordinates": [[-0.084, -0.098, -0.248], [-3.520, -2.638, -1.168], [-4.259, -2.094, -0.073], [-3.628, -2.023, 1.138], [-4.343, -2.417, 2.250], [-3.795, -2.323, 3.530], [-2.516, -1.838, 3.678], [-1.768, -1.419, 2.568], [-0.426, -0.928, 2.799], [0.316, -0.417, 1.886], [1.609, -0.078, 2.267], [2.338, 0.130, 1.211], [1.928, 0.018, -0.011], [3.766, 0.509, 1.424], [4.566, 0.751, 0.313], [5.898, 1.109, 0.474], [6.436, 1.227, 1.747], [5.636, 0.987, 2.859], [4.308, 0.630, 2.701], [-2.321, -1.498, 1.270], [-1.668, -1.113, 0.200], [-4.260, -3.051, -1.854], [-2.860, -3.439, -0.829], [-2.927, -1.876, -1.671], [-5.345, -2.797, 2.093], [-4.372, -2.635, 4.391], [-2.062, -1.763, 4.660], [-0.012, -1.014, 3.804], [4.124, 0.657, -0.669], [6.515, 1.298, -0.396], [7.474, 1.508, 1.874], [6.053, 1.082, 3.854], [3.671, 0.442, 3.554], [-0.457, 3.975, -4.829], [-1.300, 2.739, -5.129], [-0.749, 1.496, -4.614], [-0.063, 0.620, -5.543], [1.424, 0.927, -5.702], [-0.823, 1.252, -3.252], [-0.085, -0.252, -2.693], [-1.485, 2.135, -2.562], [-1.568, 2.249, -1.222], [-0.741, 1.673, -0.352], [-2.535, 3.169, -0.677], [-3.404, 3.912, -1.500], [-4.320, 4.789, -0.951], [-4.413, 4.959, 0.428], [-3.563, 4.226, 1.255], [-2.640, 3.348, 0.719], [-0.930, 4.866, -5.248], [0.543, 3.885, -5.256], [-0.367, 4.107, -3.752], [-1.405, 2.614, -6.210], [-2.297, 2.880, -4.710], [-0.566, 0.711, -6.510], [-0.182, -0.410, -5.214], [1.582, 1.937, -6.085], [1.886, 0.221, -6.398], [1.923, 0.838, -4.737], [-3.338, 3.782, -2.571], [-4.976, 5.351, -1.606], [-5.135, 5.646, 0.851], [-3.625, 4.345, 2.331], [-1.979, 2.781, 1.360]],
  "orbital_gap_ev": [4.64, 7.92],
  "total_charge": -1,
  "e_homo_ev": [-2.092, -5.396],
  "multiplicity": 3,
  "s2": 2.0323,
  "e_above_lowest_kcal_mol": 0.00,
  "mol_weight_g_mol": 551.47
}



Entry 3:
{
  "formula": "C27H27N5O5",
  "method": "ωB97M-V/def2-TZVPD",
  "elements": ["C", "C", "O", "C", "C", "C", "N", "C", "N", "C", "O", "C", "C", "C", "C", "O", "C", "C", "O", "C", "C", "C", "C", "N", "C", "C", "C", "O", "N", "C", "C", "C", "C", "C", "C", "N", "C", "H", "H", "H", "H", "H", "H", "H", "H", "H", "H", "H", "H", "H", "H", "H", "H", "H", "H", "H", "H", "H", "H", "H", "H", "H", "H", "H"],
  "coordinates": [[2.236, -0.723, 2.971], [1.331, 0.456, 2.617], [0.152, 0.089, 1.939], [-0.865, -0.465, 2.750], [-2.153, -0.553, 1.933], [-2.108, -1.669, 0.885], [-0.921, -1.573, 0.057], [-0.899, -0.573, -0.904], [-1.955, 0.119, -1.050], [-2.243, 1.207, -1.819], [-3.019, 1.148, -2.751], [-1.665, 2.492, -1.335], [-0.842, 2.603, -0.222], [-0.333, 3.839, 0.114], [-0.607, 4.986, -0.630], [-0.019, 6.111, -0.141], [-0.099, 7.343, -0.822], [-1.438, 4.873, -1.764], [-1.708, 6.002, -2.497], [-2.461, 5.863, -3.678], [-1.950, 3.629, -2.087], [0.325, -0.434, -1.679], [0.395, 0.561, -2.675], [0.499, 1.354, -3.498], [1.403, -1.229, -1.429], [1.332, -2.217, -0.422], [2.464, -3.041, -0.133], [3.550, -3.009, -0.673], [2.241, -3.987, 0.931], [3.275, -4.805, 1.269], [3.150, -5.724, 2.258], [1.923, -5.832, 2.946], [0.874, -5.022, 2.622], [-0.449, -5.090, 3.309], [1.029, -4.057, 1.578], [0.016, -3.278, 1.288], [0.144, -2.361, 0.317], [3.125, -0.356, 3.477], [2.542, -1.243, 2.066], [1.728, -1.426, 3.627], [1.854, 1.126, 1.930], [1.076, 1.015, 3.530], [-1.025, 0.181, 3.626], [-0.578, -1.466, 3.104], [-2.990, -0.743, 2.605], [-2.314, 0.402, 1.435], [-2.084, -2.646, 1.367], [-2.976, -1.580, 0.229], [-0.593, 1.744, 0.382], [0.307, 3.957, 0.975], [0.322, 7.276, -1.827], [-1.126, 7.706, -0.885], [0.496, 8.035, -0.224], [-3.480, 5.522, -3.469], [-1.984, 5.174, -4.380], [-2.497, 6.861, -4.115], [-2.589, 3.491, -2.944], [2.325, -1.122, -1.980], [4.172, -4.652, 0.688], [3.979, -6.362, 2.511], [1.819, -6.564, 3.732], [-0.693, -4.123, 3.746], [-1.229, -5.320, 2.585], [-0.443, -5.847, 4.087]],
  "orbital_gap_ev": 7.00,
  "e_homo_ev": -7.840,
  "e_above_lowest_kcal_mol": 11.70,
  "smiles": "CCOCCCn1/c(=N/C(=O)c2ccc(OC)c(OC)c2)c(C#N)cc2c(=O)n3cccc(C)c3nc21",
  "mol_weight_g_mol": 501.54
}



Entry 4:
{
  "formula": "C27H27NO4",
  "method": "ωB97M-V/def2-TZVPD",
  "elements": ["C", "C", "C", "C", "C", "O", "N", "C", "O", "C", "H", "H", "H", "H", "H", "H", "H", "H", "H", "H", "C", "O", "C", "C", "C", "C", "C", "C", "C", "C", "C", "O", "C", "C", "C", "C", "C", "C", "C", "C", "C", "C", "H", "H", "H", "H", "H", "H", "H", "H", "H", "H", "H", "H", "H", "H", "H", "H", "H"],
  "coordinates": [[-2.800, 0.407, 2.064], [-1.416, 0.168, 2.642], [-1.450, 0.186, 4.175], [-0.873, -1.181, 2.145], [0.600, -1.448, 2.557], [0.906, -2.615, 2.850], [1.494, -0.400, 2.599], [1.051, 0.882, 2.368], [1.823, 1.853, 2.325], [-0.451, 1.239, 2.141], [-2.755, 0.408, 0.971], [-3.497, -0.375, 2.373], [-3.204, 1.371, 2.383], [-0.437, 0.077, 4.579], [-1.870, 1.131, 4.545], [-2.066, -0.642, 4.545], [-1.520, -1.979, 2.535], [-0.931, -1.226, 1.043], [-0.615, 1.416, 1.064], [-0.690, 2.194, 2.632], [7.675, -0.344, -2.356], [6.653, 0.525, -1.820], [5.917, 0.089, -0.756], [4.972, 0.990, -0.208], [4.254, 0.647, 0.900], [4.399, -0.587, 1.575], [3.690, -0.706, 2.839], [4.132, -1.725, 3.791], [3.185, -2.086, 4.779], [3.440, -3.016, 5.760], [4.727, -3.565, 5.863], [4.924, -4.449, 6.913], [6.135, -4.386, 7.634], [6.014, -3.956, 8.956], [7.174, -3.770, 9.705], [8.422, -4.086, 9.157], [8.513, -4.599, 7.857], [7.359, -4.768, 7.084], [5.725, -3.212, 4.949], [5.432, -2.319, 3.926], [5.297, -1.525, 0.958], [6.074, -1.181, -0.139], [8.061, 0.168, -3.242], [8.476, -0.485, -1.619], [7.240, -1.312, -2.634], [4.851, 1.948, -0.701], [3.520, 1.336, 1.304], [3.409, 0.252, 3.349], [2.197, -1.659, 4.681], [2.670, -3.330, 6.458], [5.013, -3.764, 9.344], [7.077, -3.403, 10.729], [9.323, -3.968, 9.756], [9.470, -4.901, 7.430], [7.402, -5.196, 6.078], [6.711, -3.666, 5.036], [6.247, -2.103, 3.235], [5.396, -2.542, 1.342], [6.809, -1.887, -0.530]],
  "orbital_gap_ev": 7.34,
  "e_homo_ev": -8.389,
  "e_above_lowest_kcal_mol": 87.85,
  "mol_weight_g_mol": 429.52
}